Entry from the OMol25 dataset: a 5-piece molecular cluster, C47H84BN5O9 overall at a distorted geometry (ωB97M-V/def2-TZVPD).

Each line ends with the Mulliken charge.
Cartesian coordinates (Å):
1 O -4.8458 8.5870 -0.7911  -0.564
2 O 1.8265 3.3102 -1.0481  -0.479
3 O 2.3495 -6.1304 1.0518  -0.635
4 O -3.8335 11.8758 4.6736  -0.620
5 O 0.4577 -11.6712 -2.5821  -0.536
6 O -1.1299 -0.4974 1.5606  -0.437
7 O -2.7730 -1.7300 0.2948  -0.624
8 O -5.9042 4.6113 -1.5053  -0.613
9 O -1.5046 5.5454 -0.4080  -0.627
10 N 1.1802 -5.7762 0.6078  0.461
11 N -3.8011 5.5164 -0.9242  0.331
12 N 2.7122 4.1570 -0.6209  0.358
13 N -3.7984 11.3742 3.4749  0.488
14 N 1.1266 -12.7577 -2.8247  0.348
15 C 4.0357 2.5988 0.8400  -1.340
16 C 5.2353 2.7400 -0.0889  -0.522
17 C -0.4978 -3.9293 0.8575  -2.157
18 C -4.8021 13.5940 2.8880  -1.848
19 C -2.8189 9.4370 2.2253  -2.333
20 C -2.6232 9.5059 4.6395  -1.856
21 C 3.8272 4.2068 -1.6211  1.786
22 C 4.7631 3.0008 -1.5166  -1.179
23 C 0.6732 -13.1906 -0.4093  -1.729
24 C -3.5915 8.0018 -1.1279  -0.237
25 C 3.0686 3.7866 0.7833  1.889
26 C 3.9710 -12.2992 -2.2319  -0.508
27 C -4.3181 12.0183 1.1149  -1.330
28 C -4.7292 4.5047 -1.2403  -0.271
29 C 1.1828 -8.1239 -0.2694  -2.266
30 C -2.5151 4.9632 -0.7228  -0.242
31 C -2.6699 3.4743 -0.9240  0.994
32 C -2.6531 10.4124 3.4086  2.128
33 C 2.9440 -12.4360 -1.1110  -0.874
34 C -3.9790 3.1937 -1.2097  0.124
35 C -4.4390 1.9319 -1.4033  -1.027
36 C 2.4899 -13.7972 -4.6453  -1.595
37 C 1.6801 -3.6920 1.8878  -1.917
38 C 0.0728 -5.3498 2.8276  -1.414
39 C 1.8341 3.4181 1.6078  -1.953
40 C -0.1952 -7.5683 1.7041  -1.470
41 C -1.2561 -0.0088 -0.9441  -1.015
42 C 1.7109 -13.2388 -1.5311  1.899
43 C 2.1004 -14.7304 -1.6196  -2.061
44 C -1.2920 12.1617 2.1576  -0.477
45 C 2.0769 -12.4788 -3.9444  1.689
46 C -1.7526 2.4629 -0.8506  -0.897
47 C -2.4272 13.1583 2.3625  -1.439
48 C 1.4220 -11.6654 -5.0610  -1.825
49 C 0.3692 -7.0126 0.3922  1.977
50 C -3.5254 0.9108 -1.3196  -0.337
51 C 3.6583 5.0076 1.5322  -1.688
52 C 3.3140 -11.7064 -3.4726  -1.307
53 C 4.6628 5.4946 -1.4552  -1.940
54 C -0.8786 -6.5167 2.5709  -0.536
55 C -2.1981 1.1873 -1.0455  0.873
56 C -3.8815 6.6559 -1.8608  -0.920
57 C -0.7710 -6.7424 -0.6212  -1.556
58 C -3.8064 12.5024 2.4957  1.731
59 C 3.2809 4.2980 -3.0462  -1.953
60 C -1.3026 11.1181 3.2726  -1.381
61 C 0.6246 -4.7410 1.5370  2.207
62 B -1.7346 -0.7894 0.3538  0.694
63 H 2.4953 -14.6709 -4.0031  0.330
64 H -0.2171 -3.6312 -0.1548  0.670
65 H 2.2568 -15.1392 -0.6208  0.454
66 H -0.4380 -6.9335 -1.6422  0.438
67 H 1.0762 -13.6528 0.4914  0.426
68 H 1.6712 -7.7722 -1.1795  0.582
69 H -2.5516 9.8748 1.2646  0.361
70 H -3.8372 9.0495 2.1680  0.467
71 H -3.0364 8.6239 -1.8260  0.368
72 H 2.8699 5.5856 2.0160  0.436
73 H -3.5829 9.0052 4.7802  0.438
74 H 3.0386 -14.9017 -2.1451  0.408
75 H -0.3355 12.6890 2.1626  0.393
76 H 5.3657 5.4499 -0.6248  0.406
77 H -1.3750 11.6867 1.1755  0.260
78 H 4.4266 -13.2659 -2.4667  0.285
79 H 2.1174 3.2957 2.6539  0.444
80 H -1.1731 -6.9622 3.5238  0.405
81 H -0.7083 2.6836 -0.6311  0.749
82 H 3.4098 -12.9087 -0.2433  0.412
83 H -3.8837 12.6125 0.3091  0.287
84 H -0.4414 -4.5780 3.4052  0.364
85 H 0.5265 -8.9529 -0.5398  0.510
86 H 4.3791 2.4535 1.8659  0.441
87 H -5.4863 1.7441 -1.6039  0.491
88 H -1.4385 -0.6360 -1.8201  0.275
89 H 1.3142 -15.3187 -2.0944  0.401
90 H -5.4022 12.1154 1.0452  0.414
91 H -1.8017 -6.1721 2.0954  0.294
92 H -1.1418 -5.7232 -0.6267  0.230
93 H 5.2792 5.6606 -2.3392  0.451
94 H 3.4880 -13.7117 -5.0781  0.311
95 H 4.0235 6.3699 -1.3333  0.405
96 H -3.5364 -1.3169 0.7192  0.311
97 H 4.0983 4.4533 -3.7497  0.450
98 H -0.7018 -3.0214 1.4207  0.307
99 H 1.1991 -10.6433 -4.7571  0.364
100 H -0.2312 -13.7338 -0.6889  0.455
101 H 0.8985 -5.7023 3.4545  0.404
102 H -1.0444 11.6102 4.2161  0.383
103 H -3.0437 7.7594 -0.2161  0.091
104 H 0.3944 -12.1716 -0.1441  0.257
105 H -4.4971 14.1360 3.7825  0.380
106 H -1.8147 -0.4867 2.2408  0.269
107 H 3.0326 -10.6717 -3.2489  0.283
108 H -4.8847 6.7699 -2.2663  0.516
109 H 1.8013 -14.0400 -5.4557  0.419
110 H 4.3546 4.6883 2.3093  0.304
111 H -0.2144 0.3021 -0.8768  0.390
112 H 2.7676 3.3881 -3.3539  0.343
113 H -4.1112 10.9778 0.8891  0.140
114 H -5.2689 7.9629 -0.1915  0.338
115 H -2.4398 13.8768 1.5407  0.428
116 H -3.2202 6.5271 -2.7254  0.388
117 H -0.5196 10.3786 3.0894  0.371
118 H 4.7845 -11.6497 -1.9021  0.412
119 H 0.4927 -12.1278 -5.3965  0.478
120 H -2.1511 8.5813 2.3383  0.556
121 H 1.2273 -2.8861 2.4652  0.392
122 H 4.1863 5.7151 0.9027  0.354
123 H -1.8597 8.7379 4.5183  0.400
124 H 5.8283 1.8233 -0.0638  0.398
125 H 1.3809 2.4802 1.2863  0.319
126 H 2.6422 -11.4338 -0.7885  -0.021
127 H 3.5007 1.6816 0.5708  0.319
128 H -5.7951 13.1796 3.0670  0.483
129 H -3.8467 -0.1154 -1.4414  0.619
130 H 2.4880 -4.1007 2.4934  0.384
131 H 2.1126 -3.2551 0.9857  0.448
132 H -1.6254 -7.3933 -0.4287  0.337
133 H -1.4511 -4.4535 0.8209  0.232
134 H -2.3825 10.0503 5.5514  0.409
135 H 5.8945 3.5409 0.2588  0.274
136 H -0.8933 -8.3797 1.4895  0.447
137 H 2.5883 5.1355 -3.1469  0.444
138 H 4.2552 2.1041 -1.8867  0.372
139 H 1.9514 -8.5287 0.3891  0.420
140 H -2.2126 13.7401 3.2655  0.380
141 H 0.6160 -8.0176 2.2871  0.400
142 H 1.0725 4.1979 1.5520  0.481
143 H -4.8804 14.3231 2.0804  0.398
144 H 2.0985 -11.6075 -5.9147  0.403
145 H 5.6280 3.1521 -2.1664  0.376
146 H 4.0425 -11.6489 -4.2835  0.445

2S+1: 5
Orbital gap (spin up / spin down) (Ha): 0.30025 / 0.32939
Energy (Ha): -2816.89139
Net charge: 0
HOMO energy (spin up / spin down) (eV): -8.456 / -9.249